# 1
Entry from OMol25: a molecular structure, C37H38FN6O4STi (ωB97M-V/def2-TZVPD).

Each line ends with the Löwdin charge.
Geometry (Å):
1 Ti 0.04480 0.00783 -0.16291  1.050
2 C -0.29518 5.43603 -0.72143  -0.135
3 C 0.82168 4.72343 -1.14903  -0.104
4 C 1.11469 3.47615 -0.62488  -0.034
5 C 0.27197 2.89853 0.33262  -0.265
6 C -0.81685 3.64196 0.80494  -0.039
7 C -1.10019 4.89010 0.27136  -0.112
8 N 0.51575 1.60006 0.76506  -0.143
9 N -0.40252 0.98595 1.59642  -0.097
10 C 0.14690 0.53938 2.80483  -0.351
11 C -0.73658 -0.08931 3.69937  -0.043
12 C -0.26812 -0.52670 4.91454  -0.085
13 C 1.07012 -0.30960 5.23755  -0.102
14 C 1.85107 0.35697 4.31315  -0.172
15 N 1.41570 0.78080 3.12664  0.130
16 H -0.51535 6.41363 -1.13406  0.081
17 H 1.47910 5.14794 -1.89939  0.094
18 H 1.98042 2.92207 -0.95858  0.105
19 H -1.44099 3.20573 1.57363  0.103
20 H -1.96076 5.44024 0.63710  0.093
21 H -1.76873 -0.21184 3.40072  0.098
22 H -0.93200 -1.02888 5.60835  0.099
23 H 1.49112 -0.63747 6.17877  0.085
24 H 2.89428 0.56908 4.53261  0.098
25 C -2.24805 4.35362 -5.69043  -0.048
26 C -3.38705 4.09700 -4.71727  -0.307
27 C -3.98175 5.40388 -4.21169  -0.149
28 C -5.21046 5.11534 -3.36710  -0.135
29 C -4.86531 4.14218 -2.27064  -0.137
30 C -5.60377 4.10904 -1.10810  0.043
31 C -5.25046 3.24157 -0.08310  -0.256
32 F -6.00319 3.24816 1.04030  0.054
33 C -4.16836 2.41646 -0.17258  0.078
34 C -3.40622 2.43171 -1.34548  -0.034
35 C -2.20927 1.58120 -1.39930  -0.274
36 O -1.95532 0.86745 -0.41262  -0.058
37 C -1.43405 1.69679 -2.59470  -0.007
38 C -1.87876 2.50692 -3.59352  0.037
39 N -2.97508 3.28670 -3.55187  0.032
40 C -3.75664 3.28481 -2.39876  -0.071
41 C -0.07873 1.06396 -2.86030  -0.599
42 O 0.24235 0.85106 -4.01650  0.056
43 O 0.67038 0.91048 -1.82270  -0.139
44 H -2.60296 5.04498 -6.45488  0.083
45 H -1.91171 3.45121 -6.19734  0.083
46 H -1.39734 4.81068 -5.18211  0.099
47 H -4.17687 3.53882 -5.23491  0.157
48 H -4.23523 6.03404 -5.06523  0.118
49 H -3.22533 5.92806 -3.61993  0.135
50 H -5.99749 4.69765 -4.00356  0.124
51 H -5.61076 6.03110 -2.92977  0.118
52 H -6.45163 4.76910 -0.97292  0.128
53 H -3.86014 1.77108 0.63879  0.140
54 H -1.28859 2.52789 -4.49567  0.125
55 O 0.44438 -3.65066 -2.05576  -0.573
56 S -0.48052 -2.58563 -2.46028  0.710
57 N -0.77511 -1.43866 -1.57080  -0.448
58 C 1.06295 -6.06914 1.97159  -0.058
59 C 0.43906 -4.70493 1.81950  -0.269
60 C -0.87986 -4.48594 2.20628  -0.033
61 C -1.45038 -3.23300 2.02424  -0.267
62 C -2.88940 -2.97267 2.38076  -0.045
63 C -0.67391 -2.21530 1.49425  -0.049
64 C 0.67795 -2.37129 1.14233  -0.270
65 C 1.19213 -3.67168 1.28757  0.001
66 N 1.33065 -1.26909 0.61223  -0.056
67 C 2.79861 -1.25210 0.39872  -0.582
68 C 3.57809 -1.79544 1.61382  -0.039
69 C 3.23796 0.20265 0.19788  -0.068
70 C 3.13947 -2.03436 -0.87692  -0.040
71 H 0.30349 -6.83139 2.14955  0.066
72 H 1.76216 -6.08914 2.81142  0.075
73 H 1.61748 -6.34484 1.07315  0.076
74 H -1.46535 -5.29918 2.62324  0.102
75 H -3.35440 -3.86266 2.80608  0.069
76 H -3.46042 -2.67730 1.49786  0.083
77 H -2.97561 -2.16425 3.11015  0.062
78 H -1.17880 -1.25189 1.41315  0.078
79 H 2.18978 -3.90005 0.95091  0.090
80 H 3.06516 -1.53498 2.54056  0.074
81 H 4.56954 -1.33910 1.63481  0.075
82 H 3.72270 -2.87289 1.58957  0.062
83 H 2.90010 0.81923 1.02940  0.061
84 H 2.83361 0.60408 -0.73394  0.058
85 H 4.32767 0.24033 0.12988  0.080
86 H 2.75933 -3.05448 -0.84673  0.058
87 H 4.22345 -2.06117 -1.02687  0.083
88 H 2.68219 -1.54392 -1.73863  0.081

Calculated values
Charge   -1
Frontier orbital gap   6.387 eV
ΔE to the lowest compared entry with this formula, charge and spin   49.4 kJ/mol
Electronic energy   -92789.933 eV



# 2
Entry from OMol25: a molecular structure, C37H39AsN3O5OsS (ωB97M-V/def2-TZVPD).

Each line ends with the Löwdin charge.
Geometry (Å):
1 Os 1.33778 -0.05667 0.26264  1.319
2 O 5.13691 -1.57841 -0.30513  0.044
3 C 4.01489 -1.22292 0.02104  -0.588
4 O 3.14633 -0.63141 -0.73284  -0.168
5 C 3.52559 -1.52844 1.42953  -0.174
6 C 4.20722 -2.26134 2.38248  0.007
7 C 3.57594 -2.53117 3.59190  -0.052
8 C 2.27315 -2.09344 3.80757  0.010
9 C 1.64571 -1.36866 2.81307  -0.147
10 N 2.29127 -1.08206 1.67974  -0.026
11 C 0.20366 -0.87706 2.83441  -0.578
12 O -0.47586 -1.09169 3.82685  0.042
13 O -0.18167 -0.28356 1.75306  -0.161
14 H 5.20469 -2.60760 2.15029  0.118
15 H 4.09145 -3.09790 4.35688  0.100
16 H 1.72526 -2.30233 4.71593  0.117
17 C -4.11369 -0.00359 3.86614  -0.058
18 C -3.59346 0.06687 2.45796  -0.274
19 C -3.07316 1.23407 1.92632  -0.056
20 C -2.50797 1.27415 0.65879  -0.298
21 C -1.95331 2.59179 0.18634  -0.087
22 C -2.46774 0.11391 -0.13749  -0.276
23 As -1.54334 0.38885 -1.86777  1.347
24 N 0.19251 0.79124 -1.37336  -0.357
25 C 0.77290 1.76706 -2.18558  -0.416
26 C 2.15594 1.71527 -2.45887  -0.059
27 C 2.79339 2.70127 -3.19109  -0.114
28 C 2.09437 3.78838 -3.70621  -0.143
29 C 0.72929 3.85135 -3.46650  -0.125
30 C 0.08268 2.87311 -2.72518  -0.100
31 C -1.34998 -1.43150 -2.65437  -0.277
32 C -1.97344 -1.66665 -3.88569  -0.296
33 C -2.79439 -0.64490 -4.64098  -0.090
34 C -1.86631 -2.92308 -4.49188  -0.031
35 C -1.14981 -3.95599 -3.92179  -0.274
36 C -1.04169 -5.30251 -4.58403  -0.059
37 C -0.51438 -3.70867 -2.70806  -0.018
38 C -0.60633 -2.47905 -2.07979  -0.276
39 C 0.11623 -2.29594 -0.77685  -0.085
40 C -3.12751 -1.03274 0.33573  -0.265
41 C -3.38925 -2.29120 -0.46188  -0.049
42 C -3.63458 -1.04240 1.63266  -0.028
43 H -4.08391 0.97423 4.34691  0.058
44 H -3.49705 -0.68740 4.45366  0.080
45 H -5.14463 -0.36394 3.89200  0.073
46 H -3.09205 2.14513 2.51810  0.090
47 H -2.19500 3.37885 0.90343  0.080
48 H -2.38300 2.87547 -0.77688  0.060
49 H -0.87083 2.54833 0.05374  0.045
50 H 2.72877 0.87825 -2.08277  0.075
51 H 3.85908 2.60792 -3.37261  0.095
52 H 2.59704 4.55569 -4.28180  0.080
53 H 0.14971 4.68439 -3.85087  0.089
54 H -0.97859 2.97256 -2.55300  0.050
55 H -2.88922 0.29808 -4.11260  0.013
56 H -3.79673 -1.03514 -4.83272  0.076
57 H -2.33246 -0.44132 -5.60983  0.080
58 H -2.36790 -3.08493 -5.44201  0.112
59 H -1.65224 -5.34718 -5.48598  0.068
60 H -1.36944 -6.09817 -3.91208  0.076
61 H -0.00866 -5.51839 -4.86475  0.078
62 H 0.06241 -4.49948 -2.23753  0.117
63 H 0.48131 -3.24208 -0.37773  0.094
64 H -0.51354 -1.81028 -0.02797  0.052
65 H 0.99733 -1.68659 -1.03234  0.042
66 H -3.43775 -2.12145 -1.53167  0.063
67 H -4.34486 -2.71340 -0.14636  0.075
68 H -2.62526 -3.05173 -0.28377  0.082
69 H -4.09710 -1.95535 1.99799  0.118
70 S -1.07081 2.17090 4.55367  1.024
71 C 0.22415 2.12822 5.66521  -0.410
72 C 1.40137 2.15908 4.98882  -0.253
73 N 1.30033 2.23512 3.62284  0.020
74 C 0.05042 2.24878 3.26502  -0.464
75 H 0.06537 2.05840 6.72798  0.056
76 H 2.38091 2.12589 5.44386  0.098
77 H -0.28603 2.26406 2.23790  0.055
78 C 1.97608 3.97846 0.37591  -0.063
79 O 1.35170 2.71159 0.55372  -0.197
80 C 2.07443 1.58691 0.74384  -0.422
81 C 3.48609 1.81130 1.21735  -0.059
82 H 2.29987 4.40016 1.33013  0.086
83 H 1.21388 4.61193 -0.07233  0.095
84 H 2.82030 3.90619 -0.31007  0.091
85 H 3.59051 2.70455 1.83005  0.066
86 H 4.13580 1.90776 0.33906  0.098
87 H 3.83093 0.96419 1.80250  0.065

Calculated values
Charge   -1
Frontier orbital gap   6.004 eV
ΔE to the lowest compared entry with this formula, charge and spin   0.0 kJ/mol
Electronic energy   -127853.640 eV



# 3
Entry from OMol25: a molecular structure, C37H39Cl2N8O7S3Ta (ωB97M-V/def2-TZVPD).

Each line ends with the Löwdin charge.
Geometry (Å):
1 Ta 0.40892 -0.66342 -1.18601  1.484
2 S 1.32206 1.42513 -0.26483  0.776
3 C 2.29540 0.74654 1.01392  -0.730
4 N 3.27193 1.40109 1.65414  0.122
5 N 3.58113 2.56414 1.27098  0.056
6 C 4.58927 3.34326 1.89417  -0.214
7 C 4.89813 4.55849 1.29822  -0.012
8 C 5.88014 5.35088 1.86819  -0.052
9 C 6.53391 4.92374 3.01526  -0.048
10 C 6.20711 3.70433 3.59892  -0.050
11 C 5.22769 2.90005 3.04489  -0.011
12 N 2.05061 -0.45896 1.50106  0.007
13 N 1.16930 -1.18361 0.91142  -0.169
14 C 0.84037 -2.36064 1.70196  -0.267
15 C 1.45199 -2.56525 2.94269  -0.020
16 C 1.15062 -3.69160 3.68948  -0.054
17 C 0.22876 -4.62384 3.23167  -0.056
18 C -0.40277 -4.40433 2.01961  -0.067
19 C -0.10408 -3.28042 1.26174  -0.129
20 H 3.09812 2.98537 0.47288  0.116
21 H 4.38200 4.88078 0.40105  0.121
22 H 6.13436 6.29905 1.41588  0.118
23 H 7.30085 5.54311 3.45938  0.118
24 H 6.71881 3.38040 4.49449  0.117
25 H 4.96092 1.95229 3.48952  0.112
26 H 2.16583 -1.85172 3.32239  0.107
27 H 1.64447 -3.83834 4.64060  0.117
28 H 0.00469 -5.50566 3.81602  0.118
29 H -1.13113 -5.11329 1.64551  0.121
30 H -0.62584 -3.14293 0.33128  0.044
31 O 5.18722 -0.39245 -4.90859  0.164
32 C 5.57606 -0.86011 -3.73073  -0.479
33 O 6.70742 -1.16437 -3.48673  0.152
34 C 4.53401 -1.01004 -2.66310  -0.005
35 C 4.79963 -1.55432 -1.41816  0.066
36 N 3.66297 -1.52600 -0.71083  0.067
37 N 2.66514 -0.98857 -1.41745  -0.187
38 C 3.18075 -0.67821 -2.60210  -0.152
39 C 2.18586 -0.17427 -3.56764  -0.470
40 O 2.41965 0.12067 -4.70644  0.169
41 O 0.98295 -0.09777 -3.00044  -0.272
42 H 4.23015 -0.20135 -4.96062  0.083
43 H 5.72141 -1.94654 -1.02058  0.161
44 H 3.49990 -1.87225 0.22409  0.160
45 Cl -1.74227 -1.96848 -2.62735  0.817
46 C -1.54091 -3.68729 -2.36617  -0.601
47 C -2.60250 -4.52647 -2.63200  -0.081
48 C -2.41949 -5.88351 -2.40893  -0.044
49 C -1.21109 -6.35857 -1.92542  -0.078
50 C -0.16653 -5.48336 -1.66844  -0.676
51 Cl 1.31815 -6.10971 -1.05707  0.730
52 C -0.30726 -4.11079 -1.89935  -0.665
53 S 1.04973 -3.02283 -1.66958  0.734
54 H -3.53852 -4.13569 -3.00458  0.117
55 H -3.22621 -6.57396 -2.61146  0.123
56 H -1.06585 -7.41454 -1.74562  0.119
57 C -3.03216 -0.73314 4.26283  -0.094
58 C -2.65189 -1.92922 3.39872  -0.268
59 C -2.82420 -1.67968 1.90368  -0.292
60 S -1.71536 -0.35649 1.36231  1.080
61 O -1.33343 -0.79029 -0.10445  -0.753
62 C -2.90142 0.96596 1.08770  -0.308
63 C -3.96938 0.66636 0.02465  -0.270
64 C -5.38519 0.70210 0.58944  -0.080
65 H -2.97750 -0.99024 5.31885  0.088
66 H -4.05140 -0.39889 4.05694  0.083
67 H -2.35493 0.11289 4.11081  0.070
68 H -3.28196 -2.78518 3.64736  0.128
69 H -1.62088 -2.23483 3.59293  0.097
70 H -3.84215 -1.40172 1.63543  0.091
71 H -2.52319 -2.54003 1.31008  0.087
72 H -2.30528 1.84791 0.86832  0.074
73 H -3.33378 1.11881 2.08135  0.101
74 H -3.76939 -0.29773 -0.44983  0.097
75 H -3.87262 1.41145 -0.76546  0.094
76 H -5.52474 -0.03313 1.38478  0.071
77 H -6.11435 0.48500 -0.18999  0.089
78 H -5.61111 1.68709 0.99494  0.075
79 O -4.62309 4.00996 -0.05458  -0.034
80 C -4.39288 4.75747 -1.23727  -0.229
81 N -3.08463 5.35636 -1.26822  0.108
82 C -1.92563 4.65013 -1.37439  -0.440
83 O -0.86102 5.04700 -0.95143  0.108
84 C -1.95773 3.33099 -2.10455  -0.103
85 C -2.42226 3.18571 -3.40203  0.032
86 C -2.17030 1.98756 -4.05266  0.008
87 C -1.46197 0.99935 -3.40040  -0.147
88 N -1.04570 1.10895 -2.12527  -0.044
89 C -1.30041 2.26875 -1.51137  -0.147
90 H -4.80691 4.61835 0.67009  0.102
91 H -5.13323 5.54712 -1.35870  0.140
92 H -4.50297 4.05045 -2.05494  0.116
93 H -2.96409 6.25893 -0.82896  0.159
94 H -2.93063 3.99744 -3.90733  0.140
95 H -2.47578 1.82766 -5.07664  0.128
96 H -1.17091 0.11526 -3.94584  0.073
97 H -0.92744 2.40171 -0.50809  0.046

Calculated values
Charge   +2
Frontier orbital gap   6.107 eV
ΔE to the lowest compared entry with this formula, charge and spin   83.2 kJ/mol
Electronic energy   -124347.255 eV